1.
Molecular formula: C4H9BrO2S
Method: DFT, ωB97M-V with the def2-TZVPD basis set

Computed properties:
frontier orbital gap: 10.9 eV
ΔE to the lowest compared entry with this formula, charge and spin: 23.4 kcal/mol
E_tot: -89264.859 eV
charge: 0
HOMO: -10.43 eV

Atoms and positions in Å:
1 C -1.3704 -1.4148 0.0896
2 C -0.5318 1.9233 -0.0108
3 C 0.0016 -1.2983 -0.5652
4 C 1.0656 -0.6980 0.4074
5 O 1.8597 1.2862 -1.0525
6 O 1.6948 1.6525 1.4878
7 S 1.1983 1.1172 0.2150
8 Br 2.8637 -1.2844 -0.0830
9 H -1.6265 -0.3571 0.5138
10 H -2.1499 -1.5441 -0.6331
11 H -1.5164 -2.1915 0.9141
12 H -1.2392 1.5611 0.6386
13 H -0.3924 3.0666 0.2019
14 H -0.7390 1.6991 -1.1101
15 H 0.4025 -2.0754 -1.1447
16 H -0.2415 -0.5851 -1.3484
17 H 0.7209 -0.8573 1.4797

Force components x, y, z for each atom (eV/Å):
C -0.43 0.77 2.19
C 3.15 1.49 -2.60
C -0.61 2.06 0.68
C -1.32 -0.07 0.16
O -0.04 0.63 0.27
O -0.21 -0.68 -1.63
S -1.12 1.55 1.29
Br -0.52 -0.31 0.73
H 0.46 -2.08 -0.35
H -0.34 -0.44 -0.58
H 0.44 1.05 -1.06
H -1.53 -0.98 1.49
H 0.09 -2.27 -0.59
H -0.07 0.57 1.59
H 0.32 -1.71 -0.11
H 0.61 0.53 -0.25
H 1.12 -0.12 -1.21

***

2.
Molecular formula: C4H9Cl2
Method: DFT, ωB97M-V with the def2-TZVPD basis set

Computed properties:
frontier orbital gap (spin up / spin down): 11.5 / 7.8 eV
ΔE to the lowest compared entry with this formula, charge and spin: 3.4 kcal/mol
2S+1: 2
E_tot: -29337.373 eV
charge: 0
HOMO (spin up / spin down): -10.48 / -10.73 eV

Atoms and positions in Å:
1 Cl 2.6542 -2.1820 1.2561
2 Cl -0.0491 -1.4988 1.4641
3 H -0.3030 0.8108 1.2333
4 C -0.5184 -0.0671 0.5914
5 C -1.9976 -0.2604 0.4077
6 C 0.2422 0.1466 -0.7416
7 C 1.5185 0.9051 -0.6547
8 H -2.5838 0.0047 1.2775
9 H -2.3690 0.3287 -0.4259
10 H -2.2264 -1.2972 0.1906
11 H 0.4532 -0.8244 -1.1910
12 H -0.4077 0.6228 -1.4751
13 H 2.0779 0.8213 -1.5705
14 H 1.3587 1.9563 -0.4770
15 H 2.1505 0.5336 0.1150

Force components x, y, z for each atom (eV/Å):
Cl -0.10 0.06 -0.02
Cl 1.24 -1.04 0.85
H -0.15 -0.55 -0.17
C 0.01 1.77 -0.81
C -0.88 0.27 -0.52
C -0.65 -1.11 -0.16
C 0.26 0.50 -0.05
H 0.05 0.08 0.34
H -0.04 0.21 -0.08
H 0.01 -0.18 -0.19
H -0.08 -0.25 0.14
H -0.31 0.18 0.22
H 0.19 -0.02 -0.47
H -0.12 0.47 0.15
H 0.58 -0.38 0.78

***

3.
Molecular formula: C4H9ClN2
Method: DFT, ωB97M-V with the def2-TZVPD basis set

Computed properties:
frontier orbital gap: 8.6 eV
ΔE to the lowest compared entry with this formula, charge and spin: 79.1 kcal/mol
E_tot: -19792.500 eV
charge: 0
HOMO: -7.72 eV

Atoms and positions in Å:
1 C 3.1714 -1.9365 -0.1507
2 C -2.5520 1.0210 0.9357
3 C 2.4943 -1.3730 0.8297
4 C -1.2240 1.1544 -1.4941
5 N -1.6961 0.1501 0.5322
6 N -1.0438 0.0437 -0.5637
7 Cl 2.6691 0.2887 1.3050
8 H 3.2738 -2.9815 -0.3350
9 H 3.7125 -1.3606 -0.8836
10 H -3.0765 0.8619 1.8371
11 H -2.5688 2.1403 0.6234
12 H 1.8872 -1.8451 1.4887
13 H -0.5467 0.9802 -2.2552
14 H -2.2945 1.3185 -1.8634
15 H -0.8032 2.1125 -1.1136
16 H -1.4027 -0.5744 1.1076

Force components x, y, z for each atom (eV/Å):
C 0.24 0.70 -0.44
C -1.05 4.04 0.32
C 1.88 1.08 -1.40
C -1.21 0.55 1.73
N 0.31 0.87 -1.95
N 0.85 0.61 -1.28
Cl -0.16 0.15 -0.41
H -0.68 -0.70 0.20
H 0.29 0.43 0.22
H -0.13 -0.51 0.93
H 0.10 -2.55 -0.24
H -1.59 -1.66 1.82
H 0.85 -0.77 -2.03
H 1.21 -0.25 0.54
H -0.72 -0.19 0.40
H -0.19 -1.81 1.58

***

4.
Molecular formula: C4H9ClN2
Method: DFT, ωB97M-V with the def2-TZVPD basis set

Computed properties:
frontier orbital gap: 9.8 eV
ΔE to the lowest compared entry with this formula, charge and spin: 13.6 kcal/mol
E_tot: -19795.339 eV
charge: 0
HOMO: -9.00 eV

Atoms and positions in Å:
1 C -0.0479 0.2765 -0.0312
2 C -1.4620 0.7008 0.2038
3 C 0.5866 -0.7111 1.0158
4 C 0.3083 -0.8676 -1.0698
5 H 0.8765 1.9999 0.5657
6 H 0.4914 1.9890 -0.9725
7 H -1.7346 1.5523 -0.4606
8 H -1.7347 1.0190 1.2098
9 H -0.1410 -1.1117 1.7464
10 H 1.4791 -0.3375 1.5767
11 H 1.9574 -1.6563 -0.0939
12 H -0.6082 -1.3659 -1.3857
13 H 0.9540 -0.5598 -1.9298
14 N 0.8497 1.3711 -0.2859
15 N 0.9150 -1.7260 -0.0083
16 Cl -2.6895 -0.5728 -0.0805

Force components x, y, z for each atom (eV/Å):
C 1.76 -1.73 -0.06
C -1.44 0.86 -0.58
C -0.47 0.22 0.87
C -1.04 0.05 0.05
H 0.18 -0.98 -1.02
H -0.45 0.46 -1.18
H 0.20 -0.65 0.26
H 0.76 0.10 0.15
H 0.22 0.26 -0.27
H -0.77 -0.01 -0.45
H -1.26 -0.49 -0.18
H 0.21 0.05 -0.53
H -0.55 -0.24 0.82
N 0.63 1.46 2.58
N 2.12 0.86 -0.35
Cl -0.09 -0.23 -0.12

***

5.
Molecular formula: C4H9ClOS
Method: DFT, ωB97M-V with the def2-TZVPD basis set

Computed properties:
frontier orbital gap: 7.6 eV
ΔE to the lowest compared entry with this formula, charge and spin: 122.4 kcal/mol
E_tot: -29693.427 eV
charge: 0
HOMO: -8.23 eV

Atoms and positions in Å:
1 C -1.4413 -0.2309 -0.2543
2 C -0.5311 0.7723 0.2486
3 C 0.7821 0.9584 -0.4552
4 C 1.9991 -0.0435 0.1531
5 H -2.3731 -1.8380 0.8997
6 H -1.7321 -0.4605 -1.3570
7 H -2.5577 -0.1137 0.2591
8 H -1.0488 1.8124 0.3231
9 H -0.5462 0.5004 1.4969
10 H 1.0706 2.0753 -0.3049
11 H 2.8884 0.2555 -0.4215
12 H 2.0505 -0.1679 1.2578
13 H 0.0966 -1.4220 0.0127
14 O -1.1966 -1.4743 0.5328
15 S 1.6677 -1.8634 -0.1509
16 Cl 0.8719 1.2400 -2.2400

Force components x, y, z for each atom (eV/Å):
C -6.97 -2.18 0.97
C -1.18 2.60 2.85
C 3.74 1.93 2.35
C -1.51 -0.02 -1.52
H 5.50 1.16 -1.71
H 1.50 0.58 1.74
H 2.53 1.22 -1.86
H 0.64 -1.74 -0.63
H 1.05 0.75 -3.57
H -0.04 -2.17 1.04
H -0.03 -0.13 0.85
H 0.12 1.66 -0.81
H 3.54 -2.58 -0.09
O -5.39 -1.65 0.95
S -2.83 1.89 -0.50
Cl -0.65 -1.31 -0.06

***

6.
Molecular formula: C4H9ClS
Method: DFT, ωB97M-V with the def2-TZVPD basis set

Computed properties:
frontier orbital gap: 7.9 eV
ΔE to the lowest compared entry with this formula, charge and spin: 84.8 kcal/mol
E_tot: -27648.216 eV
charge: 0
HOMO: -6.97 eV

Atoms and positions in Å:
1 C -0.1523 2.4113 0.9309
2 C -0.3046 0.9311 1.2215
3 C 0.4887 -1.9732 -1.8875
4 C 0.1805 -1.8893 -0.4395
5 H 0.2052 2.5748 -0.0886
6 H -1.1060 2.9333 1.0498
7 H 0.5698 2.8484 1.6287
8 H -0.6750 0.7552 2.2342
9 H 0.6372 0.3956 1.0966
10 H -0.2750 -2.3671 -2.5497
11 H 1.5085 -2.2025 -2.1788
12 H -0.7952 -2.2262 -0.1037
13 H 0.9889 -2.0600 0.2655
14 S 0.2080 -0.2940 -1.2856
15 Cl -1.4788 0.1626 0.1061

Force components x, y, z for each atom (eV/Å):
C -0.10 0.02 -0.03
C -0.15 0.21 0.73
C 1.56 -0.22 -0.64
C 0.12 0.16 -0.46
H 0.00 -0.02 0.10
H 0.13 -0.09 -0.01
H -0.06 -0.08 -0.09
H 0.04 0.07 -0.15
H -0.13 0.02 -0.01
H 0.04 0.15 0.05
H -0.09 -0.46 -0.05
H 0.16 -0.07 -0.05
H -0.05 0.02 -0.08
S 3.51 -2.55 -3.89
Cl -4.98 2.85 4.60

***

7.
Molecular formula: C4H9ClS2
Method: DFT, ωB97M-V with the def2-TZVPD basis set

Computed properties:
frontier orbital gap: 7.5 eV
ΔE to the lowest compared entry with this formula, charge and spin: 95.5 kcal/mol
E_tot: -38482.725 eV
charge: 0
HOMO: -7.57 eV

Atoms and positions in Å:
1 C -0.9081 -2.0099 0.2393
2 C -1.6896 -0.8341 0.7938
3 C 2.7819 1.2506 -0.7052
4 C -1.3238 0.5049 0.1854
5 S -2.1854 1.8406 0.4781
6 S 0.8644 1.1640 -0.4799
7 Cl 3.4991 0.0192 0.4765
8 H -1.2477 -2.9069 0.8251
9 H -1.1652 -2.1730 -0.9014
10 H 0.1190 -1.8616 0.5402
11 H -2.7773 -1.0601 0.8763
12 H -1.4240 -0.7433 1.7507
13 H 3.0198 0.8213 -1.6702
14 H 3.2962 2.1383 -0.4760
15 H -1.4750 2.7835 -0.1579
16 H 0.6157 1.0666 -1.7748

Force components x, y, z for each atom (eV/Å):
C -1.56 -1.07 -0.98
C -1.55 0.58 -3.43
C -1.29 -2.07 0.21
C -0.87 -1.06 -0.98
S -1.16 0.10 1.02
S 2.82 0.07 0.79
Cl -0.35 0.59 -0.41
H 0.22 0.54 -0.79
H 1.09 0.26 2.32
H 0.53 -0.08 -0.86
H 0.40 0.40 -0.43
H 1.19 0.47 4.24
H 0.14 0.34 -0.16
H 0.31 1.20 0.09
H 0.32 -0.01 -0.31
H -0.23 -0.26 -0.32

***

8.
Molecular formula: C4H9F
Method: DFT, ωB97M-V with the def2-TZVPD basis set

Computed properties:
frontier orbital gap: 12.3 eV
ΔE to the lowest compared entry with this formula, charge and spin: 11.7 kcal/mol
E_tot: -7011.206 eV
charge: 0
HOMO: -11.27 eV

Atoms and positions in Å:
1 C -0.6786 -0.2780 -1.2455
2 C -0.1789 0.2937 0.0672
3 C -0.4437 -0.6662 1.1097
4 C 1.2903 0.6645 0.0605
5 H -0.1210 -1.0744 -1.5361
6 H -1.6860 -0.6109 -1.1716
7 H -0.5558 0.5012 -2.0116
8 H -1.4474 -1.0456 0.9761
9 H 0.3129 -1.4558 1.1038
10 H -0.2829 -0.1002 2.0449
11 H 1.8105 -0.1978 -0.1176
12 H 1.3766 1.4507 -0.6955
13 H 1.5058 1.1170 1.0884
14 F -0.9020 1.4018 0.3273

Force components x, y, z for each atom (eV/Å):
C -0.14 3.11 -0.05
C 1.03 -0.99 -1.84
C 0.36 -0.72 2.28
C -2.06 3.17 1.40
H 1.85 -2.49 -0.81
H -0.97 0.05 0.06
H -0.35 -0.26 0.00
H -0.20 -0.30 0.59
H -0.36 -0.18 -0.08
H -0.52 -0.61 0.04
H 1.86 -1.85 -0.56
H 0.65 -0.22 0.04
H 0.05 -0.68 -1.41
F -1.18 1.98 0.35

***

9.
Molecular formula: C4H9F2NO5S
Method: DFT, ωB97M-V with the def2-TZVPD basis set

Computed properties:
frontier orbital gap: 9.1 eV
ΔE to the lowest compared entry with this formula, charge and spin: 76.4 kcal/mol
E_tot: -32285.974 eV
charge: 0
HOMO: -11.45 eV

Atoms and positions in Å:
1 C 2.6027 -0.9638 0.5333
2 C 2.3167 0.6340 0.2329
3 C 0.7198 0.9632 -0.0880
4 F 0.7540 2.0299 -1.1575
5 N 0.1135 1.5930 1.1600
6 C -1.3220 1.0758 1.3858
7 O -1.5979 0.6475 2.6195
8 O -2.2483 1.1586 0.2486
9 S -3.1983 -0.2434 0.0690
10 O -2.4831 -1.4446 -0.5962
11 O -4.3691 0.1529 -0.9140
12 F -3.9590 -0.8010 1.5004
13 H 1.9949 -1.3363 1.4902
14 H 2.4182 -1.6298 -0.4163
15 H 3.7490 -1.0993 0.8153
16 H 2.6912 1.2173 1.2047
17 H 3.0360 1.0059 -0.6436
18 H 0.1163 0.0310 -0.4676
19 H 0.6728 1.3481 2.0260
20 O -0.3381 -1.3315 -2.8124
21 H -0.6639 -1.0403 -3.6774
22 H -1.0052 -1.9673 -2.5129

Force components x, y, z for each atom (eV/Å):
C 0.53 0.16 0.35
C 0.62 -0.40 0.34
C 1.92 1.14 -0.29
F -0.49 -2.45 2.28
N -3.02 -2.86 -1.33
C 2.31 -1.05 6.90
O 0.62 2.56 -8.28
O 0.61 -2.50 2.79
S -4.72 -3.63 -7.23
O -1.26 4.63 4.14
O 4.78 -0.48 5.16
F 2.34 1.81 -2.64
H 1.14 0.73 -2.30
H 0.07 1.33 1.98
H -2.43 0.41 -0.62
H -1.09 -1.02 -2.11
H -2.02 -0.83 1.77
H 1.23 2.07 0.32
H -1.21 0.34 -1.33
O -0.31 -0.14 -0.21
H 0.17 -0.04 0.32
H 0.19 0.25 -0.01

***

10.
Molecular formula: C4H9F7IN2O5P2S
Method: DFT, ωB97M-V with the def2-TZVPD basis set

Computed properties:
frontier orbital gap: 7.1 eV
E_tot: -74028.950 eV
charge: +1
HOMO: -12.01 eV

Atoms and positions in Å:
1 O -3.5964 -0.6468 1.0219
2 N -2.9193 0.1848 0.4070
3 O -2.7967 -0.3172 -0.8625
4 C -1.5314 0.2083 -1.4746
5 P -0.2483 -1.1980 -1.3338
6 I -2.1700 -2.7902 -1.3487
7 P 0.3643 -2.1405 -3.2486
8 O 1.1227 -3.5330 -2.9590
9 S 1.4409 0.1173 -1.4120
10 O 1.1211 1.1910 -2.5241
11 O 2.6616 -0.6872 -1.9584
12 C 1.7830 1.0743 0.1606
13 F 2.7536 2.1675 -0.2209
14 F 0.6104 1.7667 0.7459
15 C 2.4987 0.2171 1.3598
16 F 2.0776 -1.1988 1.4620
17 F 2.0636 0.8695 2.6512
18 C 4.1373 0.2590 1.3662
19 F 4.5754 -0.7739 2.3784
20 F 4.7053 1.5571 1.8905
21 F 4.7801 -0.1331 0.0883
22 H -1.2787 1.1836 -0.8794
23 H -1.7810 0.5326 -2.5844
24 H 0.1844 -1.8586 -0.1296
25 H 1.1850 -1.2816 -4.0631
26 H -0.8116 -2.4696 -4.0130
27 N -4.1862 1.5399 3.0961
28 H -4.5282 2.4590 2.7916
29 H -4.1124 0.9161 2.2839
30 H -3.2625 1.6454 3.5317
31 H -4.8420 1.1392 3.7770

Force components x, y, z for each atom (eV/Å):
O 1.20 3.18 -0.64
N -1.77 -3.78 0.45
O 1.37 3.03 0.07
C -1.07 2.42 0.08
P -2.73 -1.25 0.26
I 0.10 -2.24 -0.19
P 3.99 -6.22 -1.31
O -2.68 4.98 -0.48
S 4.65 2.87 -7.67
O -0.10 -3.08 4.44
O -3.89 2.00 3.39
C 1.52 3.71 2.11
F -3.11 -3.61 1.29
F 3.05 -2.33 -2.13
C -0.63 -0.17 3.02
F 1.00 4.50 -0.81
F 1.43 -2.17 -4.04
C 4.02 -1.07 1.48
F -1.63 3.58 -3.54
F -2.37 -4.69 -2.36
F -2.65 1.81 4.65
H -0.16 -1.87 -1.18
H 0.79 -1.06 2.25
H 0.12 0.68 -0.59
H -0.69 0.03 0.70
H 0.24 0.99 0.73
N -0.09 0.30 0.21
H 0.07 -0.16 0.12
H 0.09 -0.40 -0.09
H -0.17 -0.03 -0.09
H 0.13 0.06 -0.13

***

11.
Molecular formula: C4H9FN2
Method: DFT, ωB97M-V with the def2-TZVPD basis set

Computed properties:
frontier orbital gap: 9.9 eV
ΔE to the lowest compared entry with this formula, charge and spin: 91.8 kcal/mol
E_tot: -9987.783 eV
charge: 0
HOMO: -9.20 eV

Atoms and positions in Å:
1 C -1.1449 0.0666 0.4409
2 C -0.2984 -1.0236 -0.3608
3 C 0.8600 -0.2379 0.2901
4 C 0.1081 1.0077 0.6445
5 H -2.7580 -0.2882 -0.7679
6 H -1.8529 1.0357 -0.9916
7 H -1.2934 -0.7317 1.2729
8 H -0.1308 -0.9276 -1.4141
9 H -0.6561 -2.0078 0.0698
10 H 1.1929 -0.6081 1.3321
11 H 2.1191 0.2180 -1.2111
12 H 3.0611 -0.7788 -0.0935
13 H 0.5148 1.6434 1.5281
14 N -2.3420 0.5776 -0.1880
15 N 2.1887 0.1114 -0.2137
16 F 0.4320 1.9434 -0.3376

Force components x, y, z for each atom (eV/Å):
C -0.53 -2.13 0.07
C 0.37 1.02 1.74
C 4.05 -1.47 4.06
C 1.08 0.38 0.99
H 0.83 2.28 1.94
H -1.11 0.33 0.52
H -0.39 2.80 -0.11
H -0.72 -0.21 -0.85
H 1.23 0.71 -1.25
H -1.14 -0.20 -1.34
H 0.31 0.28 -0.53
H -3.88 3.29 -0.43
H -1.60 -1.85 -0.59
N -0.10 -1.70 -2.66
N 3.14 -3.76 -0.29
F -1.54 0.23 -1.27

***

12.
Molecular formula: C4H9FN2
Method: DFT, ωB97M-V with the def2-TZVPD basis set

Computed properties:
frontier orbital gap: 8.9 eV
ΔE to the lowest compared entry with this formula, charge and spin: 87.0 kcal/mol
E_tot: -9987.991 eV
charge: 0
HOMO: -8.00 eV

Atoms and positions in Å:
1 C 1.0862 0.0600 1.1282
2 C -0.9385 -2.5918 -0.2767
3 C 0.8839 2.4332 0.3750
4 C -0.8561 -1.2119 -0.7438
5 N 1.3937 1.0880 0.4786
6 N -1.7807 -0.3763 -0.5380
7 F 0.2232 -0.8856 -1.6588
8 H -0.0834 0.1113 1.5723
9 H -0.2237 -3.1354 -0.7881
10 H -0.8039 -2.5984 0.7486
11 H -1.9005 -2.8758 -0.5161
12 H 1.3140 2.8849 -0.5012
13 H 1.2212 2.9651 1.1951
14 H -0.1632 2.4169 0.2408
15 H -1.6712 0.5810 -0.7924
16 H 2.2991 1.1349 0.0765

Force components x, y, z for each atom (eV/Å):
C -3.36 -2.70 2.03
C 0.90 1.43 -0.95
C -0.47 -0.69 -1.45
C -0.74 3.07 -1.94
N 0.81 1.96 -0.66
N 1.08 -1.57 0.80
F -1.45 -0.74 1.70
H 2.73 0.61 -0.93
H 1.39 -1.53 -0.74
H 0.41 -0.23 2.08
H -2.03 -1.01 -0.38
H 0.17 0.22 -0.48
H 0.22 1.27 1.79
H -1.26 0.18 0.28
H 0.40 0.51 -0.77
H 1.19 -0.78 -0.37

***

What is the formula in the eleventh record? C4H9FN2